## P
This record from OMol25 describes 2 unconnected molecules or ions with the total composition C5H16NO. The level of theory is ωB97M-V with the def2-TZVPD basis set.

```
23
Properties=species:S:1:pos:R:3
C -0.702 0.172 1.089
C -0.085 0.419 -0.289
C 0.957 1.495 -0.441
C -1.346 0.423 -1.332
C -0.914 -0.165 -2.651
N 0.375 -0.051 2.090
H -1.121 1.195 1.448
H -1.414 -0.627 1.121
H 0.549 -0.544 -0.580
H 0.795 2.199 0.480
H 0.658 2.213 -1.273
H 2.049 1.227 -0.417
H -1.712 1.491 -1.520
H -2.165 -0.210 -0.850
H -1.797 -0.661 -3.135
H 0.003 -0.839 -2.618
H -0.681 0.611 -3.410
H -0.002 0.099 3.029
H 0.903 0.841 2.014
H 0.877 -0.994 2.015
H 0.936 -3.251 2.147
H 2.336 -2.542 1.262
O 1.502 -2.500 1.821
```

Results
HOMO-LUMO gap: 11.26 eV
Charge: +1
Multiplicity: 1
Molecular weight: 106.19 g/mol



## Q
This record from OMol25 describes 2 unconnected molecules or ions with the total composition C5H16NO. The level of theory is ωB97M-V with the def2-TZVPD basis set.

```
23
Properties=species:S:1:pos:R:3
C -0.691 1.092 0.694
C -0.277 -0.287 0.224
C 1.216 -0.558 0.038
C 2.024 -0.254 1.305
C 1.395 -2.034 -0.351
N -0.461 2.095 -0.412
H -0.152 1.414 1.569
H -1.751 1.131 0.913
H -0.823 -0.611 -0.666
H -0.638 -0.912 1.038
H 1.575 0.031 -0.801
H 2.138 -1.166 1.889
H 1.668 0.537 1.971
H 3.068 0.028 1.103
H 0.991 -2.209 -1.345
H 2.460 -2.226 -0.401
H 0.977 -2.691 0.400
H -0.762 3.057 -0.245
H 0.536 2.134 -0.633
H -0.987 1.807 -1.242
H -3.570 -0.616 -2.241
H -4.130 0.006 -0.961
O -3.806 0.233 -1.847
```

Results
HOMO-LUMO gap: 11.50 eV
Charge: +1
Multiplicity: 1
Molecular weight: 106.19 g/mol



Computed stability ranking, most favorable first: Q, P



## P
This record from OMol25 describes a molecular structure, C2H6CsO. The level of theory is ωB97M-V with the def2-TZVPD basis set.

```
10
Properties=species:S:1:pos:R:3
Cs -11.851 4.785 -23.773
C -14.293 4.567 -20.327
C -14.267 3.453 -21.352
O -14.389 3.973 -22.705
H -14.355 4.156 -19.320
H -15.147 5.221 -20.491
H -13.386 5.177 -20.369
H -15.078 2.748 -21.178
H -13.333 2.891 -21.292
H -15.279 3.784 -23.015
```

Results
HOMO-LUMO gap: 11.06 eV
Charge: +1
Multiplicity: 1
Molecular weight: 178.97 g/mol



## Q
This record from OMol25 describes a molecular structure, C2H6CsO. The level of theory is ωB97M-V with the def2-TZVPD basis set.

```
10
Properties=species:S:1:pos:R:3
Cs 2.768 -1.263 1.334
C -0.714 -0.691 -0.172
C -0.012 0.600 0.285
O 0.678 1.180 -0.812
H -1.052 -1.376 0.611
H -0.073 -1.280 -0.837
H -1.592 -0.445 -0.769
H 0.726 0.427 1.068
H -0.754 1.284 0.697
H 0.024 1.565 -1.405
```

Results
HOMO-LUMO gap: 10.24 eV
Charge: +1
Multiplicity: 1
Molecular weight: 178.97 g/mol



Computed stability ranking, most favorable first: P, Q



## P
This record from OMol25 describes a gas-phase ion, C2H7N2 (charge +1). The level of theory is ωB97M-V with the def2-TZVPD basis set.

```
11
Properties=species:S:1:pos:R:3
C 1.281 1.253 0.485
N 0.068 0.511 0.260
C -0.103 -0.682 -0.274
N -1.318 -1.157 -0.504
H 1.400 2.002 -0.299
H 1.242 1.778 1.432
H 2.154 0.615 0.445
H -0.812 1.005 0.236
H 0.762 -1.297 -0.494
H -2.153 -0.867 -0.041
H -1.310 -2.063 -0.937
```

Results
HOMO-LUMO gap: 11.57 eV
SMILES: C/[NH+]=C/N
Charge: +1
Multiplicity: 1
Molecular weight: 59.09 g/mol



## Q
This record from OMol25 describes 2 unconnected molecules or ions with the total composition C2H7N2. The level of theory is ωB97M-V with the def2-TZVPD basis set.

```
11
Properties=species:S:1:pos:R:3
C 0.643 1.622 1.278
N 0.527 1.242 0.076
H 0.548 0.886 2.070
H 0.832 2.658 1.528
H 0.651 1.945 -0.649
H 0.307 0.139 -0.209
C -1.100 -1.652 -0.878
N 0.066 -1.219 -0.635
H -1.944 -0.965 -0.895
H -1.298 -2.700 -1.077
H 0.768 -1.954 -0.608
```

Results
HOMO-LUMO gap: 11.36 eV
Charge: +1
Multiplicity: 1
Molecular weight: 59.09 g/mol



Computed stability ranking, most favorable first: P, Q



## P
This record from OMol25 describes a gas-phase ion, C2H7N2 (charge +1). The level of theory is ωB97M-V with the def2-TZVPD basis set.

```
11
Properties=species:S:1:pos:R:3
N 2.031 -0.157 0.040
C 0.728 -0.133 -0.314
C -0.320 0.052 0.505
N -1.662 0.244 -0.092
H 2.688 -0.562 -0.605
H 2.288 -0.248 1.012
H 0.537 -0.227 -1.374
H -0.319 0.056 1.579
H -2.354 -0.468 0.167
H -2.015 1.160 0.192
H -1.602 0.284 -1.112
```

Results
HOMO-LUMO gap: 9.73 eV
SMILES: N/C=C/[NH3+]
Charge: +1
Multiplicity: 1
Molecular weight: 59.09 g/mol



## Q
This record from OMol25 describes a gas-phase ion, C2H7N2 (charge +1). The level of theory is ωB97M-V with the def2-TZVPD basis set.

```
11
Properties=species:S:1:pos:R:3
C 1.693 0.314 -0.010
N 0.540 -0.474 0.136
C -0.672 0.081 -0.044
N -1.797 -0.645 0.381
H -2.671 -0.566 -0.139
H 1.978 0.209 -1.074
H 2.515 -0.099 0.572
H -0.703 1.105 0.370
H -0.796 0.262 -1.136
H 1.541 1.381 0.173
H -1.628 -1.568 0.771
```

Results
HOMO-LUMO gap: 6.91 eV
Charge: +1
Multiplicity: 1
Molecular weight: 59.09 g/mol



## R
This record from OMol25 describes 2 unconnected molecules or ions with the total composition C2H7N2. The level of theory is ωB97M-V with the def2-TZVPD basis set.

```
11
Properties=species:S:1:pos:R:3
C -1.075 1.151 0.260
C 0.665 -1.618 -0.289
N -0.100 1.914 -0.040
N 0.110 -1.027 0.827
H -2.030 1.546 0.114
H 1.192 -0.802 -0.764
H 0.061 -2.246 -0.918
H 1.608 -2.123 0.103
H -0.407 2.866 -0.260
H 0.833 1.473 0.010
H -0.855 -1.133 0.957
```

Results
HOMO-LUMO gap (spin up / spin down): 9.75 / 7.63 eV
Charge: +1
Multiplicity: 1
Molecular weight: 59.09 g/mol



Computed stability ranking, most favorable first: P, Q, R